No. 1
Density functional theory data (ωB97M-V/def2-TZVPD) for 4 unconnected molecules or ions with the total composition C27H55N2O12P3S at a distorted geometry.

Cartesian coordinates (Å):
S  4.31474  -0.81893  0.33091
P  0.01657  5.70551  -1.40415
P  2.74351  -6.82701  1.17295
P  0.55460  5.43347  -8.59114
O  1.81821  -8.21452  0.76931
O  1.44988  6.36078  -9.60700
O  1.85020  -6.46459  2.36058
O  -1.21444  5.03952  -0.78636
O  -0.38160  6.30240  -7.74987
O  -0.67032  5.28687  -9.79536
O  1.80850  5.53197  -7.42380
O  0.11695  4.46731  -2.59866
O  -0.41879  6.79924  -2.54728
O  0.05419  6.95780  -0.23163
O  3.98052  -7.79796  1.64328
O  3.71307  -5.42777  1.44351
N  3.76720  0.06777  1.69688
N  2.90629  -0.87652  -0.68297
C  -1.33956  6.44011  -3.56708
C  1.41385  1.23022  2.49030
C  -0.07509  1.48513  2.10404
C  -1.53269  4.16876  -9.60492
C  2.03728  6.77796  -6.78433
C  -1.51298  -2.96890  3.08869
C  -1.90459  -3.92233  6.26803
C  -2.08683  1.04924  0.20420
C  3.26004  -4.27155  0.74392
C  -2.49967  -0.68899  5.93772
C  1.93127  -0.14436  0.10939
C  -2.62146  -0.47393  -0.04637
C  -0.56032  0.89791  0.71032
C  0.82217  7.33710  -10.42409
C  0.41409  0.13175  -0.25129
C  2.36636  0.43843  1.52407
C  1.33784  -9.03349  1.82349
C  4.77964  -7.44607  2.76224
C  -1.43192  -5.49284  4.10474
C  -0.83567  -4.76620  5.40726
C  -1.17578  7.53339  0.17813
C  -1.48305  -2.29905  1.59616
C  -1.04750  -1.35053  6.23638
C  -1.96419  -4.50372  2.94474
C  -1.15353  -2.71599  7.07770
C  -2.74746  -1.33932  1.30874
C  0.91988  3.35662  -2.20797
H  -2.83813  0.03334  6.77075
H  -3.10039  -4.60694  2.84218
H  0.96212  2.64792  -3.03648
H  2.12341  -9.24834  2.54988
H  -3.69618  -0.34449  -0.46716
H  -0.44750  -1.49783  5.26744
H  -0.05151  7.77462  -9.93474
H  -1.99776  -0.98452  -0.86393
H  0.48324  2.86303  -1.33599
H  -1.80818  -2.51577  8.01424
H  -2.08034  5.72018  -3.21017
H  -1.52334  -4.90409  1.94777
H  0.10470  -4.12565  5.19437
H  -2.24223  4.13157  -10.43267
H  -2.04612  1.54580  -0.82420
H  -0.46014  -5.61543  6.10605
H  1.93172  3.69252  -1.97761
H  -1.43747  -3.10856  0.76664
H  3.95412  -3.45227  0.93739
H  2.06960  7.59558  -7.50632
H  -3.66109  -2.04073  1.17232
H  -0.57525  -6.12471  3.64167
H  1.26883  6.96425  -6.03326
H  -2.75254  1.59052  0.95752
H  -0.11483  -3.01189  7.45303
H  5.17959  -8.35928  3.20244
H  -0.46846  -2.80900  3.51984
H  -2.08254  4.27070  -8.66597
H  -0.80178  2.06391  2.78437
H  -2.98667  -0.62055  2.16709
H  1.86402  1.61259  3.47738
H  -0.95044  3.24646  -9.59696
H  -3.32494  -1.46747  5.78768
H  -0.79419  6.02449  -4.41885
H  0.52957  6.88276  -11.37463
H  -2.80191  -3.54752  5.66645
H  -2.30422  -4.63270  7.09169
H  -0.48129  -1.72583  1.50483
H  2.26330  -3.98620  1.09017
H  -1.80547  7.77811  -0.67890
H  -0.46536  -0.54683  6.84016
H  0.99631  -9.97526  1.38772
H  -2.40064  -0.07278  4.96722
H  -1.70121  6.85966  0.85580
H  1.54128  8.12954  -10.63031
H  3.00224  6.72156  -6.27528
H  0.06901  -0.27815  -1.27540
H  -1.85856  7.33892  -3.89918
H  4.20180  -6.91404  3.52206
H  -0.95080  8.45380  0.72197
H  -2.31008  -6.18384  4.40151
H  -2.28728  -2.33698  3.67941
H  3.23898  -4.47155  -0.32816
H  5.61874  -6.82841  2.43054
H  0.48681  -8.55885  2.31317

Summary:
Maximum force, eV/A: 9.8
Net charge: 0
Structure (SMILES): CCCCCCCCCCCCc1ccc2nsnc2c1.COP(=O)(OC)OC.COP(=O)(OC)OC.COP(=O)(OC)OC
Frontier orbital gap, eV: 5.56
E_HOMO, eV: -8.50

***

No. 2
Density functional theory data (ωB97M-V/def2-TZVPD) for 3 unconnected molecules or ions with the total composition C27H55N3O4P at a distorted geometry.

Cartesian coordinates (Å):
P  0.64297  -1.50138  6.83214
O  -2.85368  1.03440  -4.76101
O  1.91239  -1.44692  7.58516
O  6.32793  -2.06658  3.95750
O  1.68303  -1.14688  0.98244
N  2.91334  -1.26933  4.02548
N  -3.62672  1.78084  -4.05821
N  1.46063  -0.81704  -0.24165
C  1.55348  0.46258  4.96886
C  -5.00341  3.00664  -5.71487
C  -0.07289  -2.70094  -1.81973
C  -5.39657  1.71327  -2.27198
C  -4.33116  -0.35191  -3.07255
C  -5.85807  0.90992  -4.61386
C  -4.80568  1.02985  -3.50887
C  -0.57516  0.23178  0.66329
C  -0.14553  0.40056  -1.74642
C  5.05699  -2.64365  4.08181
C  6.49834  0.07980  5.18301
C  -4.20717  4.18664  -3.61472
C  2.21117  -1.66740  -1.23264
C  2.49538  -0.88848  -2.53285
C  -0.72028  -1.83486  -0.74505
C  3.55533  -2.04651  -0.61954
C  1.86254  -1.85157  4.43535
C  -6.23806  2.26010  -5.21460
C  2.96625  0.14771  4.42964
C  3.97466  -1.92072  3.24852
C  0.77797  1.31385  3.97387
C  -3.87200  3.12679  -4.68358
C  0.01610  -0.50938  -0.52790
C  -2.59108  3.56319  -5.38720
C  1.40315  -2.94239  -1.51626
C  6.86506  -1.40759  5.10379
C  0.90849  -0.94427  5.11626
H  7.38773  0.70645  5.19422
H  3.28652  0.76667  3.59389
H  -5.27555  4.38504  -3.53749
H  6.55141  -1.93650  6.00817
H  -1.19641  0.67702  -1.84017
H  -5.16500  -0.87705  -2.60441
H  -6.73714  0.40785  -4.20228
H  4.12465  -1.15749  -0.34278
H  5.90017  0.36884  4.31917
H  -1.59918  0.51671  0.42057
H  -2.74327  4.56836  -5.78238
H  -6.91954  2.10249  -6.05197
H  -0.00788  1.13900  0.87865
H  -4.62756  1.86922  -1.51320
H  -3.52170  -0.26802  -2.34388
H  4.73708  -2.69003  5.13111
H  1.88130  -3.45833  -2.35189
H  -0.01790  -0.98902  4.52796
H  -5.27460  4.01641  -6.03265
H  -4.61398  2.49129  -6.59783
H  3.43883  -2.67572  0.25966
H  -6.16229  1.06115  -1.85032
H  0.43465  1.31746  -1.63339
H  -1.75295  3.58959  -4.68904
H  4.12669  -2.60147  -1.36331
H  1.14675  2.33895  3.97409
H  3.45518  -2.61892  2.59678
H  0.13454  -0.06520  -2.68445
H  -6.78806  2.86351  -4.48744
H  3.70574  0.20886  5.22631
H  -0.19705  -2.24380  -2.80404
H  -0.73803  -2.38653  0.20129
H  -3.72177  5.12830  -3.86792
H  7.94302  -1.51914  5.01468
H  -0.58674  -3.66208  -1.86776
H  -0.59454  -0.38942  1.55638
H  4.43234  -1.17142  2.60708
H  -3.84315  3.89009  -2.63208
H  5.93102  0.30956  6.08667
H  1.72260  0.96222  5.92082
H  -5.86784  2.66814  -2.47960
H  -5.46180  0.26446  -5.40346
H  -0.43169  -0.73017  7.29948
H  -3.97562  -0.94185  -3.91293
H  0.09703  -2.78611  6.65678
H  1.70515  -2.91340  4.28600
H  -0.29111  1.32026  4.18731
H  2.45990  0.18715  -2.37054
H  1.79869  -1.13570  -3.33181
H  5.11695  -3.67012  3.71350
H  0.91895  0.91541  2.96789
H  3.49562  -1.12708  -2.89127
H  1.48254  -3.60602  -0.64878
H  -2.33262  2.90166  -6.20888
H  -1.75783  -1.61166  -1.00413

Summary:
Maximum force, eV/A: 1.1
2S+1: 3
Net charge: +1
Frontier orbital gap (alpha / beta), eV: 6.13 / 7.26
E_HOMO (alpha / beta), eV: -9.70 / -10.85

***

No. 3
Density functional theory data (ωB97M-V/def2-TZVPD) for a molecular structure, C27H56CuN12S.

Cartesian coordinates (Å):
Cu  0.08143  0.00890  1.48765
S  0.27244  -0.06783  -1.70791
N  2.14774  -0.07034  1.79486
N  -2.33373  3.47317  0.69541
N  -0.05846  0.02007  3.53343
N  4.39395  0.33623  1.26345
N  -0.93282  1.80279  1.57839
N  -0.19316  3.17210  -0.13140
N  -1.27235  0.65968  -3.74093
N  -2.46952  -1.83758  -0.22369
N  3.30017  -1.46540  0.32259
N  -1.00085  -1.74011  1.56955
N  -1.76558  -3.80835  0.75976
N  0.64992  -0.55179  -4.26865
C  -0.46597  3.60824  -1.49040
C  3.23389  -0.36069  1.11667
C  0.39959  -0.51305  -5.59957
C  3.98394  -1.44218  -0.96006
C  -2.37560  4.91478  0.48697
C  2.30076  0.56260  3.09971
C  5.70128  -0.30623  1.30158
C  -0.73129  0.13278  -6.01194
C  -2.73783  -2.41757  -1.52668
C  -1.55991  0.71855  -5.03568
C  4.41994  1.77264  1.46754
C  -1.71462  -2.44738  0.71866
C  -3.00562  -4.55234  0.58644
C  1.20659  2.97430  0.19902
C  -3.62497  2.85986  0.94801
C  1.31663  -0.13044  4.03407
C  -0.16564  0.03412  -3.32725
C  -0.60634  -4.61950  1.08742
C  1.38787  -1.16361  -6.50327
C  -1.16424  2.77707  0.72599
C  -0.92671  -1.11943  3.87906
C  -1.64407  1.77604  2.84949
C  -2.99173  -0.49446  -0.04622
C  -0.64499  1.32032  3.90311
C  -2.81326  1.43325  -5.40562
C  -0.72296  -2.26923  2.89733
C  2.36971  -2.56455  0.51580
H  1.57447  1.99159  -0.09865
H  -3.65862  0.94038  -4.92337
H  5.15562  2.21056  0.78977
H  -0.97720  0.18792  -7.06144
H  0.30206  -2.64834  2.97372
H  -4.03240  -0.47893  -0.37955
H  -3.83572  -3.87697  0.40508
H  6.35540  0.07426  0.51336
H  -2.45036  -1.69700  -2.29658
H  -2.84754  5.38960  1.35053
H  4.71063  2.04302  2.48621
H  -0.52384  -5.42343  0.35325
H  -3.21367  -5.12299  1.49482
H  4.72577  -0.65165  -0.99934
H  -0.68572  -5.07852  2.07630
H  -0.00941  2.91069  -2.19646
H  -0.05152  4.60341  -1.66654
H  -1.96505  -0.79785  3.80797
H  0.15180  2.06108  3.95302
H  -2.97434  1.45574  -6.48045
H  6.17906  -0.09061  2.26050
H  3.25879  -1.26916  -1.75767
H  3.44885  2.20562  1.24086
H  -1.40545  -3.07620  3.17066
H  2.16456  -2.66722  1.58029
H  1.33732  3.09410  1.27424
H  1.43020  -2.42041  -0.01763
H  -2.93753  -0.23248  1.00655
H  -2.93208  -5.25764  -0.24450
H  -1.11869  1.26464  4.88861
H  -1.53426  3.62843  -1.68148
H  3.30764  0.42606  3.49873
H  1.07189  -1.09058  -7.53952
H  0.29557  -4.01507  1.03728
H  -4.32662  3.19680  0.18269
H  1.56774  -1.19021  4.05840
H  -2.95981  5.17419  -0.39898
H  -1.37291  5.31477  0.37697
H  -2.78459  2.45338  -5.02249
H  -0.74469  -1.44731  4.90777
H  -2.42573  0.23581  -0.62702
H  2.36264  -0.68242  -6.40174
H  1.50868  -2.21760  -6.24629
H  -4.03565  3.13954  1.92172
H  1.40229  0.26082  5.05297
H  -2.16667  -3.32900  -1.67479
H  -2.49944  1.09131  2.82432
H  2.08941  1.63631  3.05639
H  5.60104  -1.38136  1.19572
H  1.79252  3.73327  -0.32021
H  1.47443  -1.02640  -3.93246
H  -2.01263  2.76545  3.12745
H  -3.54758  1.77768  0.88409
H  4.48251  -2.39783  -1.12817
H  2.83713  -3.48068  0.15263
H  -3.80195  -2.63399  -1.65026

Summary:
Maximum force, eV/A: 0.7
2S+1: 2
Net charge: +2
Frontier orbital gap (alpha / beta), eV: 8.47 / 6.62
E_HOMO (alpha / beta), eV: -13.00 / -12.99